Record 1
A cluster of 6 separate species, H11O6 in total at a distorted geometry, computed with ωB97M-V/def2-TZVPD.

Calculated values
* total charge: -1
* total energy: -12465.31424 eV
* energy relative to the best compared isomer or geometry (same formula, charge and spin): 17.1 kcal/mol
* Kohn-Sham gap: 8.8 eV
* LUMO level: 3.28 eV
* molecular weight: 107.08 g mol⁻¹

Atoms and positions in Å:
O  1.875  -0.970  0.468
H  2.446  -1.151  -0.273
O  0.111  -2.928  0.715
H  0.582  -3.722  0.979
H  0.861  -2.251  0.610
O  0.058  -1.182  -1.768
H  -0.392  -1.793  -1.174
H  0.682  -0.783  -1.133
O  1.145  0.970  1.724
H  1.509  0.109  1.157
H  0.250  0.671  1.942
O  -3.676  1.438  -3.552
H  -4.368  0.869  -3.215
H  -2.915  0.860  -3.698
O  0.850  3.608  2.419
H  -0.105  3.595  2.485
H  1.088  2.661  2.317

Population analysis type Löwdin, resulting atomic charges in e: O -0.3448; H -0.0289; O -0.1426; H 0.0062; H -0.0185; O -0.1076; H -0.0046; H -0.0047; O -0.1941; H -0.0443; H 0.0122; O -0.0639; H 0.0218; H 0.0401; O -0.1101; H 0.0047; H -0.0208

---

Record 2
A cluster of 6 separate species, H11O6 in total at a distorted geometry, computed with ωB97M-V/def2-TZVPD.

Calculated values
* total charge: -1
* total energy: -12464.95838 eV
* energy relative to the best compared isomer or geometry (same formula, charge and spin): 25.3 kcal/mol
* Kohn-Sham gap: 9.0 eV
* LUMO level: 3.73 eV
* molecular weight: 107.08 g mol⁻¹

Atoms and positions in Å:
O  -0.497  -0.290  -0.774
H  -1.046  -0.852  -1.370
O  1.997  -0.942  -2.108
H  2.429  -1.052  -1.236
H  1.153  -0.422  -1.771
O  1.064  1.842  -1.090
H  1.963  1.373  -1.101
H  0.508  0.982  -0.904
O  -0.745  -0.857  1.797
H  0.255  -0.705  1.876
H  -0.992  -0.520  0.894
O  0.371  3.576  0.898
H  -0.384  3.265  1.509
H  0.724  2.895  0.285
O  -2.261  -3.249  1.260
H  -2.617  -2.792  0.483
H  -1.422  -2.813  1.459

Population analysis type Löwdin, resulting atomic charges in e: O -0.4376; H -0.0372; O -0.1568; H 0.0206; H 0.0220; O -0.1649; H 0.0604; H -0.0042; O -0.1633; H 0.0644; H -0.0188; O -0.1495; H 0.0641; H -0.0308; O -0.0945; H 0.0273; H -0.0013

---

Record 3
A structure of composition H12KO6, computed with ωB97M-V/def2-TZVPD.

Calculated values
* total charge: +1
* total energy: -28799.76981 eV
* energy relative to the best compared isomer or geometry (same formula, charge and spin): 39.8 kcal/mol
* Kohn-Sham gap: 10.7 eV
* LUMO level: -3.72 eV
* molecular weight: 147.19 g mol⁻¹

Atoms and positions in Å:
K  -0.328  0.129  -0.249
O  2.201  1.541  -3.265
H  3.104  1.701  -2.994
H  2.006  2.249  -3.879
O  -2.976  0.881  -3.535
H  -3.807  1.356  -3.517
H  -2.955  0.468  -4.398
O  -2.578  2.140  2.642
H  -3.149  1.621  3.210
H  -2.395  2.933  3.146
O  2.675  -2.234  -2.198
H  3.536  -2.239  -1.781
H  2.543  -1.324  -2.464
O  -1.932  -2.201  3.203
H  -1.734  -2.687  2.403
H  -1.421  -2.639  3.883
O  2.579  -0.736  2.960
H  1.744  -0.973  3.365
H  2.889  0.013  3.469

Population analysis type Löwdin, resulting atomic charges in e: K 0.9193; O -0.0531; H 0.0369; H 0.0414; O -0.0575; H 0.0360; H 0.0358; O -0.0575; H 0.0365; H 0.0360; O -0.0445; H 0.0396; H 0.0076; O -0.0486; H 0.0244; H 0.0367; O -0.0500; H 0.0230; H 0.0380